{
  "formula": "C54H43CrN2O4P2S5",
  "method": "the ωB97M-V functional and the def2-TZVPD basis",
  "homo_lumo_gap_ha": [0.2366, 0.2232],
  "s_squared": 0.838,
  "spin_multiplicity": 2,
  "species": ["S", "H", "H", "H", "C", "O", "H", "C", "H", "S", "H", "C", "H", "C", "H", "O", "H", "H", "H", "C", "C", "H", "H", "H", "C", "H", "C", "C", "C", "H", "H", "C", "C", "H", "C", "C", "H", "C", "H", "C", "C", "C", "S", "S", "C", "C", "H", "N", "H", "C", "C", "C", "C", "C", "C", "C", "H", "H", "C", "P", "H", "H", "C", "N", "H", "H", "C", "P", "H", "C", "C", "C", "H", "C", "C", "H", "C", "C", "H", "H", "Cr", "H", "H", "O", "C", "C", "C", "C", "O", "C", "C", "S", "C", "C", "C", "C", "C", "C", "H", "H", "C", "H", "H", "H", "C", "C", "C", "C", "H", "H", "H"],
  "positions_angstrom": [[1.375, -0.401, -3.631], [7.145, -2.450, -5.775], [3.431, 5.087, 3.204], [4.225, -3.447, -6.159], [-5.239, -0.067, 3.311], [-2.230, 0.484, 1.739], [-1.988, -2.099, -0.321], [1.521, 4.111, 3.070], [3.774, -2.006, 5.554], [2.857, -0.847, 0.359], [0.492, 0.357, 5.280], [-1.462, 1.499, -3.824], [-1.284, 3.465, -1.077], [2.963, -2.139, -5.028], [6.517, -4.053, -5.400], [6.796, 2.806, -0.421], [1.262, -4.543, 3.194], [3.538, 0.871, 2.502], [-1.557, 0.468, -4.128], [1.055, -2.430, 2.876], [0.279, -4.702, -0.837], [3.050, -4.273, 4.888], [-6.070, 2.898, 1.707], [-6.230, 0.072, 2.869], [-1.297, 2.477, -4.799], [2.064, -2.362, -5.590], [-3.085, 1.024, 3.916], [3.628, 2.976, 2.879], [4.046, -0.895, -3.270], [-5.388, 1.957, 5.159], [0.703, -5.424, -2.823], [-1.457, 1.840, -2.477], [4.175, -2.734, -5.342], [-0.193, -3.647, 0.944], [5.250, -1.497, -3.592], [-3.003, 1.507, -0.202], [2.777, -0.023, 4.511], [5.332, -2.424, -4.629], [-4.992, -3.629, -2.947], [5.718, 2.276, -0.388], [-1.116, 3.799, -4.436], [-3.667, -0.513, -2.771], [5.470, 0.595, 0.154], [1.459, 1.929, -0.603], [-2.038, 0.652, 3.082], [2.452, -1.005, 4.196], [-5.357, -0.441, 4.332], [0.331, -2.328, -0.557], [-1.348, 0.903, 6.829], [0.691, -2.184, -1.848], [-0.505, 0.524, 4.896], [-3.949, 2.295, -0.851], [0.139, -3.566, -0.081], [1.574, 1.725, 2.698], [-4.479, -1.555, -3.192], [-2.807, 1.106, 5.273], [-3.590, 1.376, 5.970], [4.712, 3.000, 2.862], [6.653, -3.047, -5.003], [-1.639, 0.631, -1.107], [0.954, 5.024, 3.208], [-4.706, -0.821, 2.727], [2.910, 4.147, 3.066], [0.897, -0.860, -2.129], [-1.291, 2.190, -5.843], [-0.227, 2.890, 2.886], [2.600, -3.402, 4.427], [0.629, 0.204, 2.307], [-6.244, 2.444, 3.714], [-4.368, -2.811, -2.607], [1.486, -1.150, 3.205], [-4.465, 1.268, 3.319], [3.987, -0.158, -2.486], [-1.536, 0.842, 5.765], [-5.200, 2.509, 1.192], [-0.972, 4.558, -5.197], [-1.104, 4.151, -3.092], [-5.034, 2.802, -0.154], [-3.825, 2.529, -1.901], [0.113, -5.676, -0.396], [0.632, -0.171, -0.199], [-3.397, -3.971, -1.084], [6.142, -1.233, -3.033], [1.655, 1.002, -3.595], [0.807, -3.299, -2.702], [-0.743, 0.443, 3.529], [3.010, -2.129, 4.795], [-1.275, 3.179, -2.123], [0.439, -0.927, -4.594], [0.614, -4.555, -2.182], [2.905, -1.230, -3.978], [4.208, 3.056, -0.880], [0.858, 2.909, 2.888], [1.604, -3.553, 3.473], [-2.713, -0.713, -1.771], [-5.248, 2.299, 4.133], [-3.470, -3.005, -1.570], [-3.193, 1.256, 1.148], [-3.787, 0.459, -3.227], [-4.731, 3.261, 4.152], [-4.282, 1.723, 1.874], [-5.762, 3.421, -0.664], [1.015, -3.150, -3.748], [-5.205, -1.384, -3.978], [3.151, 1.708, -0.501], [2.965, 1.769, 2.690], [3.732, 0.569, -0.055], [-2.657, -1.959, -1.153], [0.274, -2.525, 2.139], [7.325, -3.098, -4.146], [-0.955, 5.183, -2.799]],
  "atomic_forces_ev_per_a": [[0.132, -0.129, 0.095], [-0.004, -0.034, 0.035], [-0.019, -0.030, -0.012], [0.001, 0.044, 0.042], [0.018, -0.001, -0.018], [-0.094, -0.151, -0.010], [0.088, -0.042, 0.040], [0.056, 0.026, -0.020], [-0.034, 0.009, -0.027], [-0.454, 0.203, -0.028], [-0.018, 0.004, 0.007], [0.082, -0.006, 0.038], [0.064, 0.023, 0.002], [0.065, 0.013, 0.080], [0.004, 0.012, 0.015], [-0.175, -0.092, 0.008], [0.010, 0.043, -0.006], [-0.022, 0.001, 0.097], [-0.022, -0.095, -0.022], [0.051, 0.090, 0.116], [0.013, -0.144, -0.046], [-0.024, 0.039, -0.009], [0.060, -0.015, -0.018], [0.061, -0.006, 0.017], [0.009, -0.080, 0.013], [0.070, 0.014, 0.010], [-0.078, 0.013, 0.040], [0.007, -0.038, -0.008], [0.018, -0.005, 0.015], [-0.009, 0.017, -0.040], [0.007, 0.027, 0.001], [0.058, -0.023, 0.022], [0.020, -0.002, 0.019], [0.023, -0.078, -0.120], [0.066, 0.016, 0.035], [0.127, -0.032, 0.063], [0.045, 0.027, -0.042], [0.007, -0.037, -0.042], [0.016, 0.050, 0.012], [0.147, 0.097, -0.015], [0.011, 0.033, -0.009], [0.060, -0.051, -0.014], [-0.026, -0.015, -0.081], [-0.667, -0.869, 0.094], [0.102, -0.007, 0.028], [0.008, -0.007, -0.021], [0.009, 0.022, -0.058], [0.238, 0.006, -0.046], [0.000, -0.003, -0.048], [-0.157, -0.304, -0.172], [-0.016, 0.043, 0.034], [-0.052, 0.018, 0.041], [-0.221, 0.139, 0.079], [-0.066, 0.010, -0.108], [-0.001, 0.033, 0.003], [-0.036, 0.046, 0.044], [0.037, -0.004, -0.039], [-0.043, -0.023, 0.000], [-0.051, 0.068, -0.017], [-0.504, 0.183, -0.213], [0.009, -0.040, 0.007], [-0.027, 0.023, 0.027], [-0.042, -0.001, 0.008], [-0.215, -0.068, -0.080], [0.008, 0.001, 0.049], [0.062, 0.034, 0.015], [-0.004, -0.034, 0.005], [0.111, -0.137, 1.031], [0.034, -0.005, 0.029], [-0.017, -0.027, 0.012], [-0.018, -0.079, -0.017], [-0.013, -0.065, -0.017], [0.015, 0.075, 0.115], [0.089, -0.014, 0.049], [-0.084, 0.056, 0.025], [-0.021, -0.020, 0.022], [0.026, 0.001, 0.020], [0.013, 0.008, -0.076], [-0.047, -0.019, 0.033], [-0.013, 0.070, -0.010], [1.401, 0.849, -0.754], [0.006, 0.048, -0.008], [-0.053, -0.027, -0.028], [-0.140, 0.013, 0.119], [-0.016, 0.189, 0.001], [-0.057, -0.054, -0.266], [-0.008, 0.049, -0.005], [0.064, -0.028, 0.012], [-0.174, 0.072, -0.006], [-0.024, 0.048, 0.001], [-0.074, -0.066, -0.100], [0.023, -0.010, 0.049], [-0.042, -0.030, 0.005], [-0.026, 0.025, -0.015], [0.001, -0.034, -0.026], [-0.002, -0.003, -0.009], [0.015, -0.007, 0.025], [0.000, 0.012, -0.127], [0.045, 0.051, -0.052], [-0.033, -0.031, 0.016], [-0.019, -0.006, 0.056], [0.038, -0.029, 0.017], [-0.002, -0.057, 0.029], [0.041, -0.004, 0.023], [0.133, 0.216, 0.031], [0.042, 0.014, -0.066], [0.117, -0.111, -0.078], [-0.098, 0.083, -0.005], [0.009, 0.062, 0.092], [-0.026, -0.002, -0.015], [-0.007, -0.034, 0.000]]
}